Record 1
Density functional theory data (ωB97M-V/def2-TZVPD) for the molecule C2H2OS.

Structure (XYZ):
```
6
Properties=species:S:1:pos:R:3
C -0.6035 -0.4777 -0.1466
C 0.7447 -0.4006 -0.7365
O 1.1936 1.2856 -2.8454
S 1.1627 -0.0486 -2.4043
H -0.7188 -1.0771 -0.8957
H -1.0824 -0.9269 0.6739
```

Its total charge is 0. For the lowest unoccupied orbital energy (alpha / beta), the calculation gives -0.0400 / -0.0401 hartree. The calculation puts the relative energy (zero: lowest compared OMol25 entry of this formula, charge and spin) at 118.8 kcal/mol. The HOMO-LUMO gap (alpha / beta) comes out at 7.77 / 7.74 eV. As for the total energy: -550.59886 Ha.

=====

Record 2
Density functional theory data (ωB97M-V/def2-TZVPD) for a cluster of 2 separate species, C31H33BCl2O2S2 in total.

Structure (XYZ):
```
71
Properties=species:S:1:pos:R:3
C 5.6043 3.7694 -1.1604
C 4.4384 3.1085 -0.5266
C 4.1972 2.9672 0.8364
C 2.9973 2.2870 1.1048
C 2.1524 1.9838 0.0217
B 1.3873 0.4165 -0.0901
C 0.5557 1.8180 0.0535
C -0.2669 2.2059 1.1561
C -1.2888 3.1087 0.8529
C -1.4790 3.3106 -0.5144
C -2.5409 4.1155 -1.1685
S -0.3046 2.4339 -1.4145
O 1.5094 -0.1265 -1.3580
C 2.4400 -1.2257 -1.1443
C 2.1016 -2.3413 -2.1055
C 3.8308 -0.6711 -1.4033
C 2.2259 -1.5966 0.3931
C 1.1528 -2.6350 0.6303
C 3.4979 -2.0262 1.1173
O 1.7370 -0.3779 0.9789
S 3.1005 2.4936 -1.4305
H 6.3686 3.8787 -0.3883
H 6.0171 3.1603 -1.9715
H 5.3580 4.7520 -1.5874
H 4.8847 3.3782 1.5842
H 2.7052 2.0095 2.1017
H -0.0323 1.8604 2.1602
H -1.9186 3.6138 1.5942
H -3.2278 4.5256 -0.4254
H -2.0806 4.9293 -1.7290
H -3.0904 3.4853 -1.8697
H 2.5514 -3.2929 -1.7824
H 1.0148 -2.4259 -2.2157
H 2.5379 -2.1046 -3.0786
H 4.5526 -1.4925 -1.4402
H 3.8264 -0.1672 -2.3749
H 4.1251 0.0494 -0.6275
H 1.4537 -3.5796 0.1867
H 0.9972 -2.6973 1.7084
H 0.2076 -2.3040 0.2229
H 3.8131 -3.0051 0.7062
H 4.2994 -1.2721 1.0140
H 3.2646 -2.1111 2.1973
Cl -0.7475 -6.2117 -3.2523
C -1.2051 -4.7050 -2.5983
C -1.1437 -3.5532 -3.3987
C -1.3546 -2.3128 -2.8159
C -1.6235 -2.1617 -1.4227
C -1.5930 -0.8651 -0.7470
C -2.4612 -0.6707 0.3287
C -3.0851 0.5096 0.6968
C -3.8180 0.6765 1.9195
C -4.6152 1.8252 2.1556
C -5.6235 1.8244 3.1050
C -5.7924 0.6937 3.9210
Cl -7.0802 0.5984 4.9971
C -4.8933 -0.3821 3.8598
C -3.8835 -0.3481 2.9042
C -1.9021 -3.3670 -0.7137
C -1.6613 -4.6307 -1.2725
H -0.9094 -3.6691 -4.4504
H -1.2754 -1.4098 -3.4207
H -1.2679 0.0290 -1.3014
H -2.7731 -1.5443 0.8953
H -3.0778 1.3302 -0.0019
H -4.4623 2.6881 1.5143
H -6.2548 2.6987 3.2323
H -4.9562 -1.2177 4.5611
H -3.1622 -1.1607 2.8568
H -2.2383 -3.3287 0.3213
H -1.8156 -5.5441 -0.6872
```

Its total charge is 0. For the lowest unoccupied orbital energy, the calculation gives -0.0609 hartree. The calculation puts the relative energy (zero: lowest compared OMol25 entry of this formula, charge and spin) at 27.7 kcal/mol. The HOMO-LUMO gap comes out at 3.61 eV. As for the total energy: -3093.08883 Ha.

=====

Record 3
Density functional theory data (ωB97M-V/def2-TZVPD) for a structure of composition C54H55CoN6O2.

Structure (XYZ):
```
118
Properties=species:S:1:pos:R:3
Co 0.4059 0.8141 -1.8800
C 1.6451 5.9767 -3.1618
C 2.0613 4.5358 -3.6182
C 0.8697 3.7403 -4.2015
C 3.0996 3.8275 -2.7686
C 4.3944 4.1917 -3.0436
C 5.4320 3.5600 -2.3508
C 5.1465 2.6058 -1.3704
C 3.8453 2.1984 -1.0738
C 3.4690 1.1095 -0.1677
C 4.4848 -0.0872 -0.2479
C 3.0479 1.4900 1.2745
C 2.8180 2.8557 -1.7971
N 1.4472 2.5080 -1.4960
C 0.7414 3.2890 -0.7230
C -0.7708 2.8875 -0.5557
N -1.1522 1.6949 -1.0098
C -2.2319 1.1118 -0.3435
C -3.4304 0.7473 -1.0059
C -4.3956 -0.0360 -0.3323
C -4.2842 -0.3870 0.9670
C -3.1454 0.0503 1.6559
C -2.1495 0.7645 1.0006
C -0.9466 1.1743 1.8771
C -0.2688 -0.0735 2.3382
C -1.3303 2.1239 3.0440
C -3.6171 0.8818 -2.5224
C -2.9577 -0.2721 -3.2481
C -3.1548 2.2748 -2.9998
C -1.4530 3.9519 0.0314
C -2.7449 4.0665 0.5521
C -3.0887 5.3151 1.0816
C -2.2169 6.3527 1.2122
C -0.8907 6.2578 0.7994
C 0.1800 7.1390 1.0278
C 1.4977 6.8581 0.5560
C 1.8495 5.4988 0.1085
C 0.8375 4.6322 -0.0513
C -0.4705 5.0054 0.3023
H 1.2179 6.5423 -3.9921
H 2.5098 6.4940 -2.6262
H 0.9369 5.9747 -2.3543
H 2.6390 4.8019 -4.5593
H 0.1869 3.4113 -3.4096
H 1.1487 2.7561 -4.5324
H 0.2965 4.2943 -4.9221
H 4.6068 4.9182 -3.7835
H 6.4558 3.7778 -2.6278
H 5.9782 2.2187 -0.6830
H 2.6071 0.6515 -0.6670
H 5.4126 0.1065 0.3305
H 4.6325 -0.3053 -1.2933
H 3.9465 -0.9149 0.1992
H 3.8046 2.0163 1.8558
H 2.8215 0.5407 1.8257
H 2.1391 2.0602 1.1980
H -5.3244 -0.3297 -0.8373
H -5.0707 -0.9194 1.5304
H -3.0078 -0.2958 2.6494
H -0.3563 1.7932 1.2076
H -0.8466 -0.7029 3.0343
H 0.6253 0.2926 2.8821
H 0.1269 -0.6945 1.4915
H -2.0603 1.5563 3.5960
H -1.6821 3.1575 2.9247
H -0.4809 2.2618 3.7169
H -4.6927 0.7631 -2.7103
H -1.8851 -0.0944 -3.0049
H -3.2173 -0.0951 -4.3298
H -3.5145 -1.0840 -2.8748
H -2.0493 2.3273 -3.2442
H -3.3156 3.0135 -2.1999
H -3.6779 2.6712 -3.8604
H -3.3894 3.2176 0.4023
H -4.1756 5.5796 1.3517
H -2.4817 7.3857 1.4938
H -0.0086 8.0800 1.5850
H 2.2198 7.6991 0.5894
H 2.8843 5.2765 -0.1116
C -3.4030 -10.3284 6.1933
O -2.1397 -10.0801 5.6166
C -1.8890 -9.1261 4.6746
C -2.7348 -8.5684 3.6611
C -2.2406 -7.4728 2.9109
C -0.9370 -6.9937 3.0745
C -0.1122 -7.5765 4.0473
C -0.5582 -8.6484 4.7753
N -0.3359 -5.9890 2.2796
N -1.1362 -5.1395 1.8095
C -0.5132 -4.1989 0.9111
C -1.4337 -3.2492 0.4178
C -1.0566 -2.0846 -0.1646
C 0.1699 -2.0644 -0.8421
O 0.5324 -1.2063 -1.7503
C 1.1041 -3.1127 -0.4800
N 2.2631 -3.0513 -1.1342
C 3.1914 -3.9607 -0.8591
C 3.1039 -4.8348 0.2553
C 1.8920 -4.9394 0.8984
C 0.8409 -4.0952 0.5086
H -3.4710 -9.9753 7.2021
H -3.4584 -11.4189 6.1054
H -4.1997 -9.8557 5.5850
H -3.7519 -8.7605 3.4307
H -2.8952 -6.9270 2.2150
H 0.8024 -7.0121 4.2040
H 0.0565 -9.1094 5.5580
H -2.4283 -3.3977 0.7994
H -1.7618 -1.2671 -0.2634
H 4.1184 -3.9209 -1.4090
H 3.9527 -5.3152 0.5611
H 1.7915 -5.7430 1.5772
C 1.4191 -2.3831 -4.4433
C 1.1472 -0.9197 -4.1251
N 1.1348 0.1756 -3.7914
H 2.2601 -2.7014 -5.0883
H 0.4489 -2.9050 -4.5413
H 1.6946 -2.6822 -3.4800
```

Its total charge is 0. For the lowest unoccupied orbital energy (alpha / beta), the calculation gives -0.0223 / -0.0253 hartree. The calculation puts the relative energy (zero: lowest compared OMol25 entry of this formula, charge and spin) at 25.5 kcal/mol. The HOMO-LUMO gap (alpha / beta) comes out at 5.58 / 6.18 eV. As for the spin multiplicity: 5. As for the total energy: -3952.34770 Ha.

=====

Record 4
Density functional theory data (ωB97M-V/def2-TZVPD) for a structure of composition C12H30F4Li3N2O14S4.

Structure (XYZ):
```
69
Properties=species:S:1:pos:R:3
Li -2.3011 -3.7323 -0.8301
Li -0.0101 4.9677 2.0508
Li -4.1583 -1.5951 1.3850
N -0.0560 7.3005 -0.3489
S -0.0702 8.9939 -0.2068
O -0.7791 9.7665 -1.2501
O 1.1885 9.4763 0.3837
F -1.1568 9.0662 0.9931
S 0.5170 7.3980 -1.6772
O 1.8865 7.8803 -1.9076
O -0.4376 7.4325 -2.8526
F 0.8717 5.7581 -1.7209
N -0.5789 -1.5262 1.2646
S 0.3301 -0.1930 0.6259
O 1.5024 -0.4079 -0.2190
O 0.3064 1.0694 1.3471
F -0.8119 0.1137 -0.5604
S 0.6211 -1.7455 2.1779
O 0.9706 -0.8377 3.2170
O 1.7641 -2.4059 1.5006
F -0.0701 -3.0306 2.9262
C 6.5422 4.3107 0.3647
O 6.2019 2.9036 0.3175
C 7.2459 1.9808 -0.1172
C 7.0447 0.4693 0.1163
O 8.3035 -0.1324 0.2378
C 8.2726 -1.5177 0.2695
H 6.7428 4.6306 -0.6578
H 7.3998 4.4215 1.0283
H 5.6526 4.8313 0.7195
H 8.1776 2.2676 0.3705
H 7.4363 2.0680 -1.1869
H 6.5516 0.0792 -0.7741
H 6.2709 0.1914 0.8318
H 7.8161 -1.9408 1.1643
H 9.2885 -1.9125 0.2829
H 7.8493 -1.9970 -0.6132
C -0.4918 -6.9166 -2.0227
O -1.5902 -6.1196 -2.4288
C -1.9543 -6.2515 -3.7815
C -1.2767 -5.2143 -4.6051
O -1.7241 -3.9290 -4.0353
C -1.3799 -2.8816 -4.8700
H -0.4366 -7.9684 -2.3032
H -0.0798 -6.7432 -1.0286
H 0.2572 -6.4106 -2.6318
H -3.0177 -6.1011 -3.9677
H -1.6390 -7.2447 -4.1014
H -1.6034 -5.3859 -5.6307
H -0.1945 -5.3313 -4.6619
H -1.6868 -1.8785 -4.5737
H -1.7685 -3.1039 -5.8638
H -0.2947 -2.8603 -4.9701
C -6.5232 1.5156 0.9693
O -5.8467 0.7920 1.9708
C -6.7181 0.6832 3.1441
C -6.0185 0.0397 4.3074
O -5.4315 -1.1750 3.8622
C -5.1392 -2.1198 5.0018
H -6.6205 2.5805 1.1808
H -7.5572 1.3343 0.6758
H -5.9201 1.4222 0.0662
H -7.5303 0.0530 2.7817
H -7.2714 1.5917 3.3817
H -6.6977 -0.1213 5.1447
H -5.1310 0.5647 4.6606
H -4.8692 -3.0686 4.5382
H -5.9850 -2.2764 5.6714
H -4.1839 -1.8776 5.4674
```

Its total charge is +1. For the lowest unoccupied orbital energy, the calculation gives -0.2547 hartree. The HOMO-LUMO gap comes out at 3.40 eV. As for the total energy: -3652.22978 Ha.

=====

Record 5
Density functional theory data (ωB97M-V/def2-TZVPD) for a structure of composition C26H32BrIrO4.

Structure (XYZ):
```
64
Properties=species:S:1:pos:R:3
O -2.0256 0.2408 -3.6605
C -1.2848 0.3679 -2.3795
C -1.2762 1.8791 -2.4668
H -0.3173 -0.1133 -2.4600
H -1.8570 0.0077 -1.5322
C -2.4840 1.6347 -3.4871
H -0.4110 2.2601 -3.0221
H -1.4577 2.4452 -1.5598
C -2.4077 2.4062 -4.8044
H -1.3741 2.3636 -5.2141
H -2.7110 3.4396 -4.5957
H -3.0461 2.0042 -5.6081
C -3.8054 1.6289 -2.6832
H -3.6326 2.0461 -1.6778
H -4.2114 0.6142 -2.5070
H -4.6499 2.1718 -3.1191
Ir 0.1319 0.9693 1.1096
C 1.1315 2.6951 2.2477
C 2.0533 1.6042 2.2577
C 2.3218 1.2265 0.9052
H 2.4795 1.1426 3.1454
C 1.5668 2.1020 0.0279
C 0.8322 3.0093 0.8757
H 0.1932 3.8149 0.5486
H 0.7281 3.1866 3.1169
H 2.9858 0.4395 0.5913
H 1.5627 2.1038 -1.0451
C -0.7515 -0.2428 2.9021
C -1.4200 0.9932 2.7552
C -1.9900 1.0384 1.4201
H -1.5053 1.7670 3.5095
C -1.7537 -0.2567 0.8301
C -0.7575 -0.9335 1.6252
H -0.1832 -1.8263 1.3858
H -0.2947 -0.5939 3.8196
H -2.5540 1.8805 1.0111
H -2.3330 -0.6845 0.0281
O 1.0119 -0.2860 -3.5805
C 1.2794 0.3347 -4.8987
C 0.8370 -0.6232 -6.0202
H 2.3565 0.5425 -5.0085
H 0.8065 1.3144 -4.9969
C 0.7175 -2.0068 -5.3737
H 1.5396 -0.6104 -6.8582
H -0.1403 -0.3392 -6.4415
C 0.6764 -1.7057 -3.8704
H 1.5518 -2.6819 -5.5935
H -0.1568 -2.5548 -5.7400
H 1.3887 -2.3129 -3.3068
H -0.3454 -1.8968 -3.4905
Br 1.2061 0.4048 5.5677
C 1.2794 -1.4494 6.0047
C 0.8070 -1.8764 7.2645
C 0.8632 -3.2340 7.5897
C 1.4526 -4.1655 6.7127
C 2.0389 -3.7008 5.5224
C 1.9034 -2.3557 5.1384
C 2.6123 -1.8816 3.8511
O 3.8416 -2.1377 3.8654
O 1.8853 -1.3315 2.9763
H 0.4915 -1.1176 7.9717
H 0.4884 -3.5566 8.5663
H 1.5253 -5.2206 6.9781
H 2.5899 -4.3832 4.8801
```

Its total charge is +1. For the lowest unoccupied orbital energy (alpha / beta), the calculation gives -0.0978 / -0.2344 hartree. The calculation puts the relative energy (zero: lowest compared OMol25 entry of this formula, charge and spin) at 0.0 kcal/mol. The HOMO-LUMO gap (alpha / beta) comes out at 5.60 / 5.03 eV. As for the spin multiplicity: 6. As for the total energy: -3988.57357 Ha.

=====

Record 6
Density functional theory data (ωB97M-V/def2-TZVPD) for a structure of composition C36H90CuN6NiO16S.

Structure (XYZ):
```
151
Properties=species:S:1:pos:R:3
Ni 1.0167 2.2198 -0.3963
Cu -2.4293 -1.2376 2.5300
S -0.6059 0.2612 0.1103
O -0.7617 1.6673 0.2916
O -0.7689 -0.5037 1.3460
O -1.5165 -0.1942 -0.9404
O 0.7886 0.2862 -0.2396
C -2.2862 -5.0639 1.3537
O -3.1358 -3.8908 1.3228
C -3.3161 -3.4425 -0.0307
C -4.3148 -2.2959 0.0959
N -3.7160 -1.0907 0.5893
C -4.7038 -0.0237 0.7053
C -4.2039 1.2641 1.4453
O -3.6363 1.0266 2.7641
C -3.2960 2.2348 3.4068
H -2.8696 -5.9433 1.0810
H -1.9581 -5.3059 2.3646
H -1.4010 -5.0723 0.7178
H -3.7240 -4.2842 -0.5905
H -2.3482 -3.1960 -0.4671
H -5.1789 -2.5522 0.7089
H -4.7895 -2.1039 -0.8663
H -2.9872 -0.7612 -0.0274
H -5.5817 -0.3921 1.2362
H -5.1746 0.3178 -0.2165
H -5.0789 1.9127 1.4859
H -3.3842 1.6955 0.8708
H -2.7282 2.9777 2.8466
H -2.6312 1.9668 4.2281
H -4.1461 2.7416 3.8635
C -2.1574 5.3471 -3.1604
O -1.1623 5.1940 -2.0806
C -1.5742 4.6166 -0.9024
C -0.5095 4.7878 0.2266
N 0.8873 4.3674 -0.1217
C 1.7214 4.6190 1.0732
C 1.5372 3.5744 2.1420
O 1.6057 2.2388 1.5793
C 1.6061 1.2052 2.5809
H -2.3190 4.3923 -3.6608
H -1.8002 5.9129 -4.0208
H -3.0969 5.7443 -2.7761
H -1.7886 3.5562 -1.0361
H -2.4837 5.1119 -0.5624
H -0.9310 4.2347 1.0660
H -0.4549 5.8107 0.5990
H 1.2820 5.0530 -0.7496
H 1.6615 5.6263 1.4854
H 2.7890 4.5089 0.8832
H 0.5812 3.7219 2.6443
H 2.3542 3.6860 2.8548
H 0.6455 1.1051 3.0861
H 2.3765 1.3430 3.3397
H 1.7435 0.2344 2.1048
C -2.3554 -4.5483 -3.2789
O -1.6623 -3.5219 -4.0048
C -1.7469 -2.1968 -3.4960
C -3.1788 -1.6180 -3.5494
N -3.0657 -0.1743 -3.3461
C -4.3313 0.4894 -3.1585
C -4.2209 1.7566 -2.3170
O -5.4795 2.1513 -1.8603
C -5.5555 3.4913 -1.3449
H -1.7204 -4.8014 -2.4298
H -2.4267 -5.4683 -3.8590
H -3.3181 -4.2114 -2.8945
H -1.1413 -1.6512 -4.2197
H -1.2560 -2.1238 -2.5256
H -3.8652 -1.9618 -2.7756
H -3.5823 -1.8204 -4.5416
H -2.4971 -0.0900 -2.5156
H -5.0564 -0.2296 -2.7772
H -4.6938 0.8726 -4.1124
H -3.8023 2.4569 -3.0398
H -3.4750 1.7951 -1.5231
H -5.3183 3.6799 -0.2979
H -6.5890 3.8251 -1.4376
H -5.0373 4.2431 -1.9402
C 4.1879 0.0029 8.0286
O 3.7729 -0.9394 7.0390
C 3.8910 -0.4855 5.7402
C 3.3614 -1.5011 4.8149
N 1.9527 -1.4501 4.7088
C 1.4386 -2.3568 3.7023
C 1.7219 -3.8376 3.9777
O 1.2434 -4.1841 5.2687
C 1.1521 -5.5433 5.4851
H 5.1024 0.5371 7.7709
H 4.2886 -0.5906 8.9373
H 3.3738 0.7122 8.1782
H 4.9351 -0.3309 5.4681
H 3.4221 0.4780 5.5401
H 3.7501 -2.4236 5.2462
H 3.7796 -1.3526 3.8194
H 1.4740 -1.7609 5.5421
H 1.9138 -2.1813 2.7372
H 0.3839 -2.1256 3.5529
H 2.7935 -4.0288 4.0349
H 1.3159 -4.4500 3.1726
H 0.6117 -6.1403 4.7505
H 0.5921 -5.8380 6.3727
H 2.1661 -5.9115 5.6411
C 3.5259 -4.5523 -3.8026
O 2.9454 -3.4835 -3.0318
C 1.7315 -3.8830 -2.3949
C 1.1922 -2.7086 -1.5211
N 1.9404 -2.4593 -0.2436
C 3.2768 -1.9380 -0.5708
C 4.0748 -1.6847 0.7399
O 5.0756 -0.7318 0.4388
C 5.6718 -0.2766 1.6216
H 4.4968 -4.1779 -4.1273
H 2.9577 -4.7844 -4.7033
H 3.6876 -5.5000 -3.2891
H 1.9856 -4.7031 -1.7233
H 1.0463 -4.1798 -3.1891
H 0.1891 -3.0348 -1.2463
H 1.1632 -1.7624 -2.0615
H 1.3155 -1.8873 0.3064
H 3.1413 -1.1170 -1.2749
H 3.9435 -2.6120 -1.1088
H 4.4933 -2.6360 1.0685
H 3.3425 -1.2749 1.4354
H 5.9862 -1.1639 2.1711
H 4.9444 0.3523 2.1349
H 6.5298 0.3773 1.4653
C 4.3350 2.3970 -0.2684
O 3.0661 2.2060 -0.8610
C 3.2758 1.8768 -2.2135
C 1.9696 1.3953 -2.8874
N 0.8057 2.2360 -2.5361
C -0.4003 1.7034 -3.1926
C -0.5912 2.0289 -4.6691
O -0.0732 3.3815 -4.8983
C -0.6046 4.0542 -5.9807
H 4.7290 3.3642 -0.5803
H 5.0277 1.5966 -0.5286
H 4.2126 2.4626 0.8127
H 3.9716 1.0497 -2.3549
H 3.6635 2.7779 -2.6887
H 1.7958 0.3524 -2.6223
H 2.0380 1.4317 -3.9746
H 0.9222 3.0302 -3.1491
H -1.2727 2.0382 -2.6313
H -0.4328 0.6275 -3.0212
H -1.6571 2.0059 -4.8961
H -0.0713 1.3896 -5.3826
H -1.6716 4.2747 -5.9487
H -0.5867 3.3702 -6.8291
H -0.0030 4.9195 -6.2593
```

Its total charge is +1. For the lowest unoccupied orbital energy (alpha / beta), the calculation gives -0.0818 / -0.0819 hartree. The calculation puts the relative energy (zero: lowest compared OMol25 entry of this formula, charge and spin) at 0.0 kcal/mol. The HOMO-LUMO gap (alpha / beta) comes out at 8.14 / 8.14 eV. As for the spin multiplicity: 3. As for the total energy: -6504.56006 Ha.